[1]
{
  "formula": "C14H36IO12PS4",
  "method": "ωB97M-V/def2-TZVPD",
  "smiles": "CCOS(C)(=O)=O.CCOS(C)(=O)=O.CCOS(C)(=O)=O.CCOS(C)(=O)=O.C=CPI",
  "orbital_gap_ev": 8.39,
  "multiplicity": 1,
  "lumo_ev": -0.1,
  "total_energy_ev": -100398.5955,
  "symbols": ["C", "C", "P", "I", "H", "H", "H", "H", "O", "S", "O", "O", "C", "C", "C", "H", "H", "H", "H", "H", "H", "H", "H", "O", "S", "O", "O", "C", "C", "C", "H", "H", "H", "H", "H", "H", "H", "H", "O", "S", "O", "O", "C", "C", "C", "H", "H", "H", "H", "H", "H", "H", "H", "O", "S", "O", "O", "C", "C", "C", "H", "H", "H", "H", "H", "H", "H", "H"],
  "positions_angstrom": [[-0.15104, -2.42138, -0.95641], [0.96078, -1.99870, -1.68233], [2.20898, -0.70507, -1.16292], [1.32762, 0.83700, 0.51788], [-1.10026, -2.57429, -1.52590], [-0.14102, -2.66836, 0.12549], [1.14888, -2.50838, -2.65794], [3.24221, -1.43794, -0.46888], [-3.30124, -0.98998, -2.31935], [-4.12870, 0.03194, -2.90995], [-5.52952, 0.14028, -2.61137], [-3.92799, 0.00327, -4.50789], [-4.20177, -1.21990, -5.20416], [-5.68932, -1.51203, -5.28685], [-3.38924, 1.60672, -2.60301], [-3.66193, -2.04811, -4.73859], [-3.80375, -1.09995, -6.21172], [-6.11450, -1.69285, -4.29937], [-5.87347, -2.39801, -5.89657], [-6.22310, -0.66416, -5.71924], [-2.33125, 1.55658, -2.85241], [-3.51570, 1.82996, -1.54479], [-3.89761, 2.35939, -3.20189], [5.47117, -1.66987, 0.61352], [6.43010, -0.61314, 0.80690], [6.95451, 0.14117, -0.29673], [7.65226, -1.17307, 1.69362], [8.37138, -2.31681, 1.21178], [9.25679, -1.97938, 0.02560], [5.78231, 0.53136, 1.99036], [7.67669, -3.12446, 0.96896], [8.99411, -2.66270, 2.03671], [8.66509, -1.68066, -0.83998], [9.85757, -2.84318, -0.26319], [9.92075, -1.14767, 0.26697], [5.40711, -0.01867, 2.85082], [4.96959, 1.07830, 1.51039], [6.56986, 1.22312, 2.28243], [-2.87814, 4.97264, -0.69398], [-1.93853, 6.04356, -0.49055], [-1.42117, 6.80170, -1.59488], [-0.71288, 5.49498, 0.39721], [0.01556, 4.35897, -0.08982], [0.89716, 4.71164, -1.27382], [-2.59867, 7.17464, 0.69468], [-0.67094, 3.54581, -0.33754], [0.64476, 4.01404, 0.73057], [0.30223, 5.01014, -2.13748], [1.50556, 3.85486, -1.56758], [1.55331, 5.54825, -1.02768], [-2.96757, 6.61765, 1.55332], [-3.41545, 7.71074, 0.21443], [-1.81755, 7.87353, 0.98671], [-1.28000, -1.87807, 3.24172], [-2.65683, -2.24377, 3.43859], [-3.39423, -1.78832, 4.58411], [-2.79001, -3.84555, 3.32336], [-1.99683, -4.65617, 4.20049], [-2.50337, -4.61772, 5.63116], [-3.57693, -1.82576, 1.98926], [-0.94738, -4.35679, 4.14498], [-2.06247, -5.67722, 3.82461], [-2.40266, -3.62127, 6.06184], [-1.93869, -5.31034, 6.25731], [-3.56129, -4.88249, 5.67062], [-3.04771, -2.19041, 1.11103], [-3.65762, -0.74067, 1.95577], [-4.56804, -2.26895, 2.06158]]
}



[2]
{
  "formula": "C30H35KN2P2",
  "method": "ωB97M-V/def2-TZVPD",
  "orbital_gap_ev": 7.29,
  "charge": 2,
  "multiplicity": 1,
  "lumo_ev": -5.3,
  "total_energy_ev": -69547.4443,
  "symbols": ["K", "C", "C", "P", "C", "C", "C", "C", "C", "C", "C", "C", "C", "C", "C", "C", "P", "C", "C", "C", "C", "C", "C", "C", "C", "C", "C", "C", "C", "H", "H", "H", "H", "H", "H", "H", "H", "H", "H", "H", "H", "H", "H", "H", "H", "H", "H", "H", "H", "H", "H", "H", "H", "N", "C", "C", "N", "C", "C", "H", "H", "H", "H", "H", "H", "H", "H", "H", "H", "H"],
  "positions_angstrom": [[2.43203, -1.13595, 1.76438], [-0.17489, 1.00900, 0.52299], [0.90587, 0.34846, -0.32434], [1.65869, 1.35965, -1.71558], [0.18139, 2.18413, -2.39353], [-1.02607, 1.49418, -2.50443], [-2.11992, 2.08522, -3.10845], [-2.01763, 3.36027, -3.63898], [-0.80946, 4.03538, -3.57200], [0.28736, 3.45216, -2.96227], [2.41580, 2.62307, -0.62975], [1.78913, 3.76783, -0.14928], [2.48093, 4.63064, 0.68300], [3.79299, 4.36012, 1.04392], [4.42264, 3.22086, 0.56791], [3.73441, 2.35669, -0.26281], [-1.25154, -0.33372, 1.22343], [-0.18542, -0.86047, 2.63475], [-0.00936, -2.22725, 2.83659], [0.80842, -2.69481, 3.85304], [1.49094, -1.79701, 4.65913], [1.31156, -0.43142, 4.47777], [0.46338, 0.03320, 3.48601], [-2.51124, 0.60186, 2.15969], [-3.34466, -0.17292, 2.96816], [-4.34090, 0.42245, 3.71707], [-4.52383, 1.79515, 3.64693], [-3.71684, 2.56765, 2.82724], [-2.71555, 1.97570, 2.07500], [-0.82064, 1.61754, -0.11290], [0.25429, 1.66080, 1.28949], [0.52783, -0.57739, -0.77347], [1.76751, 0.08766, 0.30363], [-1.11756, 0.49010, -2.10992], [-3.05372, 1.54637, -3.16717], [-2.86962, 3.82076, -4.11338], [-0.72005, 5.02126, -4.00104], [1.23213, 3.97703, -2.92631], [0.77270, 3.99928, -0.43497], [1.99588, 5.52547, 1.04416], [4.32150, 5.03576, 1.69748], [5.45592, 3.02323, 0.81476], [4.23675, 1.49229, -0.68974], [-0.58409, -2.92387, 2.23532], [0.88430, -3.75452, 4.05336], [2.09603, -2.15745, 5.47974], [1.79191, 0.26143, 5.15569], [0.25031, 1.09540, 3.42081], [-3.21567, -1.24873, 2.99143], [-4.97785, -0.17683, 4.35343], [-5.30589, 2.26575, 4.22285], [-3.86609, 3.63693, 2.77259], [-2.12049, 2.58699, 1.41206], [-0.40255, -5.24903, -3.44900], [0.97894, -5.57212, -2.98227], [1.49277, -4.44008, -2.05588], [0.42519, -3.73602, -1.38681], [-0.45670, -3.05361, -2.32289], [-0.58140, -3.79146, -3.67318], [-1.08373, -5.55191, -2.74310], [-0.60613, -5.76824, -4.31010], [1.63420, -5.67100, -3.84707], [0.95270, -6.52794, -2.45758], [2.05656, -3.70636, -2.63723], [2.16550, -4.86847, -1.31152], [-0.08301, -4.34718, -0.75749], [-0.05452, -2.05517, -2.52223], [-1.43262, -2.92743, -1.85344], [0.18821, -3.46315, -4.37247], [-1.55701, -3.60623, -4.12125]]
}



[3]
{
  "formula": "C21H29F2Si2",
  "method": "ωB97M-V/def2-TZVPD",
  "orbital_gap_ev": 5.64,
  "charge": 1,
  "multiplicity": 1,
  "relative_energy_kj_mol": 0.0,
  "lumo_ev": -6.2,
  "total_energy_ev": -43431.4128,
  "symbols": ["C", "Si", "C", "H", "C", "Si", "C", "C", "C", "H", "H", "H", "H", "H", "H", "H", "H", "H", "H", "H", "H", "H", "H", "H", "H", "H", "F", "C", "C", "C", "C", "C", "C", "C", "C", "C", "C", "C", "F", "C", "C", "C", "C", "H", "H", "H", "H", "H", "H", "H", "H", "H", "H", "H"],
  "positions_angstrom": [[0.79443, -4.04449, 1.62163], [-0.40517, -2.73860, 2.23832], [-0.22271, -2.73992, 4.11377], [-0.14532, -1.32861, 1.49381], [-2.13807, -3.47221, 1.93725], [-3.16210, -2.28312, 0.90998], [-4.87455, -2.96065, 0.57333], [-3.31896, -0.65476, 1.84636], [-2.27894, -1.97331, -0.72714], [0.66527, -5.03296, 2.08501], [0.70883, -4.19331, 0.54195], [1.82656, -3.74159, 1.82326], [-0.34721, -3.72973, 4.57795], [0.77131, -2.39325, 4.41213], [-0.94700, -2.08546, 4.60596], [-2.09431, -4.44215, 1.40800], [-2.68239, -3.67624, 2.87808], [-5.45745, -2.24743, -0.02677], [-4.82016, -3.90765, 0.01981], [-5.41723, -3.14159, 1.51090], [-3.89670, 0.06535, 1.25184], [-3.84791, -0.81127, 2.79623], [-2.34164, -0.20969, 2.07027], [-2.85861, -1.27764, -1.34787], [-1.28201, -1.53785, -0.58894], [-2.16629, -2.91347, -1.28368], [-1.18621, 2.74602, -5.15345], [-1.47428, 2.35541, -3.86760], [-2.78140, 1.98925, -3.57240], [-3.06101, 1.62814, -2.24790], [-2.05009, 1.60772, -1.28576], [-0.69604, 1.87214, -1.61529], [0.34572, 1.73678, -0.62165], [1.66181, 2.09631, -0.91974], [2.69931, 2.23792, -0.01561], [4.04848, 2.63375, -0.36076], [4.40411, 3.05592, -1.67429], [5.73437, 3.38711, -1.92907], [6.06653, 3.78466, -3.20232], [6.74167, 3.33826, -0.96972], [6.38602, 2.92904, 0.32620], [5.07090, 2.58990, 0.62086], [-0.43721, 2.34558, -2.94298], [-3.55237, 2.00694, -4.34593], [-4.07608, 1.35007, -1.96531], [-2.27914, 1.36699, -0.24720], [0.07432, 1.47591, 0.39629], [1.88306, 2.35336, -1.95296], [2.49830, 2.01585, 1.03219], [3.66627, 3.12702, -2.46596], [7.76610, 3.61294, -1.23126], [7.14891, 2.87818, 1.10156], [4.78851, 2.27220, 1.62640], [0.54780, 2.67827, -3.25776]]
}



[4]
{
  "formula": "C5H14N2O",
  "method": "ωB97M-V/def2-TZVPD",
  "orbital_gap_ev": [2.67, 8.82],
  "charge": -1,
  "multiplicity": 2,
  "relative_energy_kj_mol": 10.6,
  "lumo_ev": [3.7, 3.6],
  "total_energy_ev": -10438.3334,
  "symbols": ["N", "C", "C", "C", "C", "C", "N", "H", "H", "H", "H", "H", "H", "H", "H", "H", "H", "H", "H", "H", "H", "O"],
  "positions_angstrom": [[-0.02150, 1.23756, -1.06732], [-1.40314, 1.35751, -0.60902], [-1.32681, 1.28794, 0.91404], [-0.06241, 0.49949, 1.20997], [0.85420, 0.71337, -0.00450], [1.55829, -0.56892, -0.47791], [1.75722, -1.55244, 0.58768], [0.31235, 2.10646, -1.45054], [-1.82779, 2.29671, -0.94323], [-1.98332, 0.52268, -0.99451], [-2.20762, 0.82774, 1.36534], [-1.29266, 2.30794, 1.32124], [0.39654, 0.83151, 2.14716], [-0.26093, -0.56475, 1.33730], [1.59189, 1.49003, 0.24500], [0.89613, -1.01109, -1.21402], [2.53150, -0.37880, -0.94762], [2.67162, -1.44224, 1.02032], [1.71601, -2.49871, 0.23022], [-1.39454, -1.88537, -1.39615], [-1.52309, -3.19239, -0.60712], [-0.98191, -2.38421, -0.66631]]
}



[5]
{
  "formula": "C11H22ClMgN2O",
  "method": "ωB97M-V/def2-TZVPD",
  "orbital_gap_ev": [3.58, 5.02],
  "charge": 2,
  "multiplicity": 2,
  "lumo_ev": [-11.0, -11.2],
  "total_energy_ev": -34737.0250,
  "symbols": ["C", "N", "C", "C", "Cl", "C", "C", "C", "C", "N", "O", "C", "C", "C", "C", "H", "H", "H", "H", "H", "H", "H", "H", "H", "H", "H", "H", "H", "H", "H", "H", "H", "H", "H", "H", "H", "H", "Mg"],
  "positions_angstrom": [[3.76202, -0.59075, 0.00115], [3.28701, 0.15418, -1.09016], [1.85592, 0.11396, -1.31474], [0.90042, 0.67047, -0.20551], [1.74765, 1.95943, 0.69242], [0.40697, -0.40890, 0.75735], [-0.89337, -1.10233, 0.43194], [-1.18034, -2.04697, 1.59744], [-0.80122, -1.98465, -0.82515], [-2.01809, -0.11481, 0.28477], [-2.94831, -0.20563, 1.13796], [-1.62155, 1.28070, -0.05239], [-2.74246, 1.88502, -0.93373], [-1.53246, 2.14773, 1.19220], [-0.35210, 1.27845, -0.89143], [3.40099, -0.27092, 0.99110], [4.84477, -0.62639, 0.05105], [3.44579, -1.68660, -0.13227], [3.65838, 1.09815, -1.09291], [1.67504, 0.69307, -2.20915], [1.60867, -0.92897, -1.55420], [1.15175, -1.25294, 0.68961], [0.44914, -0.07681, 1.78499], [-0.34021, -2.76773, 1.63321], [-1.19457, -1.53516, 2.54836], [-2.07237, -2.63292, 1.43792], [-0.27030, -1.52154, -1.64735], [-0.39077, -2.97012, -0.58944], [-1.80961, -2.15191, -1.17955], [-3.53670, 2.28640, -0.32521], [-2.31548, 2.69893, -1.50723], [-3.11941, 1.15682, -1.64056], [-2.47897, 2.16265, 1.71014], [-1.28039, 3.15601, 0.89365], [-0.77039, 1.79496, 1.87740], [-0.54701, 0.65091, -1.75983], [-0.14597, 2.27626, -1.24816], [2.16751, -2.58806, 0.48630]]
}



[6]
{
  "formula": "C4H12",
  "method": "ωB97M-V/def2-TZVPD",
  "smiles": "CC.CC",
  "orbital_gap_ev": 12.79,
  "multiplicity": 1,
  "relative_energy_kj_mol": 16.2,
  "lumo_ev": 1.1,
  "total_energy_ev": -4342.3606,
  "symbols": ["C", "C", "H", "H", "H", "H", "H", "H", "C", "C", "H", "H", "H", "H", "H", "H"],
  "positions_angstrom": [[0.62042, -1.03089, -2.24117], [1.40664, -1.17875, -0.92319], [0.41770, -1.99143, -2.69540], [-0.36940, -0.64954, -1.99173], [1.07478, -0.28176, -2.88959], [1.19747, -0.30702, -0.29857], [2.48459, -1.23424, -1.09832], [1.15539, -2.09505, -0.41058], [-0.81467, 0.57299, 2.10270], [-1.25437, 1.62183, 1.08809], [-1.69810, 0.10471, 2.51184], [-0.22552, -0.23223, 1.65757], [-0.16192, 1.05484, 2.82281], [-1.89243, 1.22993, 0.28927], [-1.88542, 2.37431, 1.54420], [-0.42608, 2.12783, 0.58637]]
}